# 1
Below is C5H11NO as an isolated structure, with properties calculated with the ωB97M-V functional and the def2-TZVPD basis.

Calculated values
- HOMO level: -8.24 eV
- Orbital gap: 0.3381 hartree
- Molecular weight: 101.15 g mol⁻¹
- Energy relative to the best compared isomer or geometry (same formula, charge and spin): 4.061 eV
- Multiplicity: 1
- E: -8897.6359 eV
- Total charge: 0

Geometry (Å):
C  1.25  -0.13  -1.67
C  1.31  -0.74  -0.28
C  0.99  -0.03  1.48
N  0.24  -0.73  0.55
C  -1.17  -0.67  0.24
C  -1.70  0.75  0.02
O  -1.58  1.54  1.17
H  0.35  -0.46  -2.21
H  2.11  -0.41  -2.28
H  1.21  0.96  -1.63
H  2.13  -1.42  -0.05
H  1.45  0.94  1.27
H  1.14  -0.44  2.49
H  -1.34  -1.30  -0.64
H  -1.71  -1.12  1.09
H  -1.19  1.21  -0.85
H  -2.77  0.70  -0.23
H  -0.70  1.35  1.54

---

# 2
Below is a 2-piece molecular cluster, C5H11NO overall, with properties calculated with the ωB97M-V functional and the def2-TZVPD basis.

Calculated values
- HOMO level: -8.03 eV
- Orbital gap: 0.3174 hartree
- Molecular weight: 101.15 g mol⁻¹
- Energy relative to the best compared isomer or geometry (same formula, charge and spin): 4.411 eV
- Multiplicity: 1
- E: -8897.2860 eV
- Total charge: 0

Geometry (Å):
C  -2.77  -1.04  -0.88
C  -1.61  -0.40  -0.72
N  -0.79  -0.29  0.43
C  0.65  0.03  0.34
C  2.41  -0.31  -1.43
C  1.23  -0.62  -0.89
H  -3.50  -1.17  -0.09
H  -2.97  -1.74  -1.69
H  -1.21  0.23  -1.52
H  -1.32  0.19  1.15
H  1.02  -0.29  1.32
H  0.79  1.11  0.35
H  2.56  -0.60  -2.46
H  3.29  -0.09  -0.84
H  0.54  -1.31  -1.35
H  -0.01  1.54  2.89
H  0.84  2.79  2.45
O  0.84  1.98  2.96

---

# 3
Below is C5H11NO in the gas phase, with properties calculated with the ωB97M-V functional and the def2-TZVPD basis.

Calculated values
- HOMO level: -9.17 eV
- Orbital gap: 0.3708 hartree
- Molecular weight: 101.15 g mol⁻¹
- Energy relative to the best compared isomer or geometry (same formula, charge and spin): 1.591 eV
- Multiplicity: 1
- E: -8900.1060 eV
- Total charge: 0

Geometry (Å):
C  0.39  -2.45  -0.21
N  1.09  -1.29  -0.78
C  0.71  -0.04  -0.17
C  -0.77  0.28  -0.27
C  -1.23  1.06  0.94
O  -2.08  1.89  1.03
C  1.58  1.10  -0.66
H  0.36  -2.32  0.88
H  -0.61  -2.63  -0.60
H  0.99  -3.32  -0.45
H  2.07  -1.47  -0.61
H  0.87  -0.13  0.92
H  -1.30  -0.66  -0.08
H  -1.03  0.77  -1.20
H  -0.68  0.71  1.85
H  1.21  2.07  -0.30
H  1.65  1.08  -1.74
H  2.55  1.07  -0.15

---

# 4
Below is a 2-piece molecular cluster, C5H11NO overall, with properties calculated with the ωB97M-V functional and the def2-TZVPD basis.

Calculated values
- HOMO level (spin up / spin down): -8.92 / -9.19 eV
- Orbital gap (spin up / spin down): 0.2555 / 0.3057 hartree
- Molecular weight: 101.15 g mol⁻¹
- Energy relative to the best compared isomer or geometry (same formula, charge and spin): 5.651 eV
- Multiplicity: 1
- E: -8896.0460 eV
- Total charge: 0

Geometry (Å):
C  -0.18  -2.75  2.61
C  -0.35  -1.39  2.15
O  -1.53  -1.18  1.61
H  0.51  -1.64  1.36
H  -1.09  -3.31  2.85
H  0.77  -3.26  2.68
H  0.12  -0.63  2.82
C  0.52  1.88  -1.39
C  0.61  1.32  -2.81
C  -0.20  0.93  -0.46
N  -1.26  1.23  0.14
H  -1.62  0.45  0.72
H  0.27  -0.06  -0.36
H  -0.01  2.83  -1.38
H  1.52  2.05  -0.99
H  -0.38  1.17  -3.24
H  1.13  0.35  -2.82
H  1.17  2.00  -3.46

---

# 5
Below is C5H11NO in the gas phase, with properties calculated with the ωB97M-V functional and the def2-TZVPD basis.

Calculated values
- HOMO level: -9.37 eV
- Orbital gap: 0.3853 hartree
- Molecular weight: 101.15 g mol⁻¹
- Energy relative to the best compared isomer or geometry (same formula, charge and spin): 2.058 eV
- Multiplicity: 1
- E: -8899.6397 eV
- Total charge: 0

Geometry (Å):
C  2.02  0.04  -1.41
C  1.20  -0.59  -0.31
C  1.22  -0.11  1.09
N  0.09  0.18  0.23
C  -1.17  -0.54  0.49
C  -2.33  0.39  0.15
O  -2.25  1.57  0.93
H  1.53  -0.09  -2.38
H  3.01  -0.42  -1.47
H  2.14  1.11  -1.22
H  1.03  -1.66  -0.42
H  1.83  0.75  1.38
H  1.06  -0.85  1.88
H  -1.23  -1.46  -0.10
H  -1.23  -0.80  1.56
H  -2.32  0.62  -0.93
H  -3.28  -0.09  0.38
H  -1.33  1.86  0.82

---

# 6
Below is C5H11NO in the gas phase, with properties calculated with the ωB97M-V functional and the def2-TZVPD basis.

Calculated values
- HOMO level: -8.95 eV
- Orbital gap: 0.3655 hartree
- Molecular weight: 101.15 g mol⁻¹
- Energy relative to the best compared isomer or geometry (same formula, charge and spin): 2.221 eV
- Multiplicity: 1
- E: -8899.4763 eV
- Total charge: 0

Geometry (Å):
C  -2.36  -0.18  0.43
N  -1.13  -1.02  0.64
C  1.43  1.25  -1.17
C  0.54  0.05  -0.90
C  0.09  -0.20  0.53
C  1.22  -0.81  1.31
O  2.32  -1.03  0.88
H  -3.10  -0.85  0.87
H  -2.17  0.64  1.12
H  -2.56  0.15  -0.57
H  -0.87  -1.93  0.31
H  2.15  0.98  -1.96
H  0.94  2.08  -1.69
H  2.00  1.74  -0.36
H  -0.37  0.09  -1.50
H  0.96  -0.89  -1.30
H  -0.03  0.79  0.97
H  0.92  -0.86  2.39

---

# 7
Below is C5H11NO in the gas phase, with properties calculated with the ωB97M-V functional and the def2-TZVPD basis.

Calculated values
- HOMO level: -7.99 eV
- Orbital gap: 0.3258 hartree
- Molecular weight: 101.15 g mol⁻¹
- Energy relative to the best compared isomer or geometry (same formula, charge and spin): 3.589 eV
- Multiplicity: 1
- E: -8898.1086 eV
- Total charge: 0

Geometry (Å):
C  1.87  0.34  1.04
O  1.95  -0.56  -0.07
C  0.87  1.46  0.64
C  -0.18  1.02  -0.33
C  -0.89  -0.21  0.00
C  -1.97  -0.70  -0.65
N  -2.61  -1.96  -0.72
H  1.42  -0.16  1.91
H  2.80  0.74  1.39
H  2.43  -1.31  0.09
H  1.58  1.99  0.02
H  0.51  2.35  1.26
H  -0.89  1.86  -0.70
H  0.36  1.06  -1.24
H  -0.27  -0.99  0.72
H  -2.28  0.08  -1.33
H  -1.97  -2.73  -0.37
H  -2.71  -2.28  -1.66

---

# 8
Below is C5H11NO in the gas phase, with properties calculated with the ωB97M-V functional and the def2-TZVPD basis.

Calculated values
- HOMO level: -8.62 eV
- Orbital gap: 0.3470 hartree
- Molecular weight: 101.15 g mol⁻¹
- Energy relative to the best compared isomer or geometry (same formula, charge and spin): 2.930 eV
- Multiplicity: 1
- E: -8898.7670 eV
- Total charge: 0

Geometry (Å):
C  -0.62  1.59  -0.46
C  0.88  1.78  0.20
C  -0.60  0.15  -1.00
N  -0.23  -0.81  -0.09
C  0.69  -1.83  -0.51
C  -0.75  -1.02  1.24
O  -1.16  -0.21  -2.07
H  -1.27  1.86  0.25
H  -0.63  2.13  -1.43
H  1.05  1.15  1.12
H  1.11  2.81  0.64
H  1.65  1.67  -0.47
H  1.55  -1.84  0.03
H  1.05  -1.51  -1.55
H  0.21  -2.81  -0.45
H  0.04  -1.53  1.81
H  -1.73  -1.57  1.26
H  -1.23  0.01  1.47

---

# 9
Below is C5H11NO in the gas phase, with properties calculated with the ωB97M-V functional and the def2-TZVPD basis.

Calculated values
- HOMO level: -9.19 eV
- Orbital gap: 0.3739 hartree
- Molecular weight: 101.15 g mol⁻¹
- Energy relative to the best compared isomer or geometry (same formula, charge and spin): 3.113 eV
- Multiplicity: 1
- E: -8898.5839 eV
- Total charge: 0

Geometry (Å):
C  -0.42  1.54  1.02
O  0.10  1.63  2.34
C  -0.20  0.08  0.58
C  0.33  0.18  -0.93
C  0.78  -1.19  -1.37
C  0.96  -1.72  -2.58
N  -1.38  -0.77  0.53
H  -0.02  2.25  0.31
H  -1.50  1.73  1.11
H  -0.12  2.36  2.91
H  0.70  -0.27  1.10
H  -0.43  0.84  -1.34
H  1.27  0.76  -0.92
H  1.00  -1.74  -0.45
H  1.24  -1.11  -3.45
H  0.87  -2.79  -2.66
H  -1.35  -1.52  1.21
H  -1.31  -1.28  -0.35

---

# 10
Below is C5H11NO as an isolated structure, with properties calculated with the ωB97M-V functional and the def2-TZVPD basis.

Calculated values
- HOMO level (spin up / spin down): -7.76 / -7.76 eV
- Orbital gap (spin up / spin down): 0.2888 / 0.2888 hartree
- Molecular weight: 101.15 g mol⁻¹
- Energy relative to the best compared isomer or geometry (same formula, charge and spin): 4.686 eV
- Multiplicity: 1
- E: -8897.0113 eV
- Total charge: 0

Geometry (Å):
C  -1.08  -1.29  -0.91
C  -0.34  0.00  -0.88
C  -1.14  0.68  1.29
N  0.94  0.07  -0.47
C  1.26  -0.54  0.76
C  1.70  1.20  -0.85
O  1.39  1.96  -1.73
H  -0.96  -1.87  0.00
H  -2.15  -1.11  -1.06
H  -0.73  -1.91  -1.76
H  -0.60  0.76  -1.62
H  -1.02  1.74  1.07
H  -2.10  0.34  0.90
H  -1.19  0.57  2.38
H  1.10  -1.62  0.78
H  2.26  -0.27  1.11
H  0.05  0.01  1.28
H  2.63  1.29  -0.27